# 1
DFT (ωB97M-V/def2-TZVPD) results for one molecule with the formula Cl2H2NO3P at a distorted geometry.

Properties
E_HOMO (alpha / beta) = -8.921 / -11.255 eV
Kohn-Sham gap (alpha / beta) = 9.0 / 7.8 eV
energy relative to the best compared isomer or geometry (same formula, charge and spin) = 0.0 kJ/mol
multiplicity = 3
expectation value of S² = 2.01
energy = -1543.2633 Eh

Cartesian coordinates (Å):
N (1.565, 0.102, 0.098)
O (-0.273, -0.654, -1.425)
O (-2.760, 2.130, 0.061)
O (0.709, -2.386, 0.227)
P (0.470, -1.032, -0.233)
Cl (-1.949, 0.950, -0.384)
Cl (-1.338, -0.181, 1.232)
H (1.293, 0.923, -0.475)
H (2.282, 0.148, 0.899)



# 2
DFT (ωB97M-V/def2-TZVPD) results for Cl2H2NOP as an isolated structure at a distorted geometry.

Properties
E_HOMO = -10.572 eV
Kohn-Sham gap = 8.5 eV
energy relative to the best compared isomer or geometry (same formula, charge and spin) = 154.6 kJ/mol
energy = -1392.9467 Eh

Cartesian coordinates (Å):
N (-0.106, -0.367, 1.301)
O (0.958, 0.426, -1.011)
P (-0.266, -0.176, -0.224)
Cl (-0.704, -1.908, -1.235)
Cl (-2.198, 1.321, -1.445)
H (-0.718, -1.004, 1.765)
H (0.773, 1.335, -1.239)



# 3
DFT (ωB97M-V/def2-TZVPD) results for Cl2H2O2P2 as an isolated structure at a distorted geometry.

Properties
E_HOMO = -9.705 eV
Kohn-Sham gap = 9.9 eV
energy relative to the best compared isomer or geometry (same formula, charge and spin) = 103.8 kJ/mol
energy = -1754.8309 Eh

Cartesian coordinates (Å):
O (4.171, 0.849, -1.318)
O (1.857, 0.229, 0.472)
P (0.640, -0.346, -0.141)
P (2.751, 0.925, -1.555)
Cl (2.241, 2.883, -1.630)
Cl (0.924, -2.088, -1.026)
H (0.058, 0.476, -1.088)
H (-0.319, -0.483, 0.852)



# 4
DFT (ωB97M-V/def2-TZVPD) results for a 2-piece molecular cluster, Cl2H3N2P overall at a distorted geometry.

Properties
E_HOMO = -10.261 eV
Kohn-Sham gap = 10.2 eV
structure (SMILES) = [H]/N=P(\Cl)=N/[H].Cl
energy relative to the best compared isomer or geometry (same formula, charge and spin) = 211.5 kJ/mol
energy = -1373.0312 Eh

Cartesian coordinates (Å):
H (-1.818, 1.149, -1.738)
N (-1.380, 1.276, -0.779)
P (-0.962, 0.070, 0.097)
Cl (-1.796, -1.749, 0.000)
N (-0.001, 0.050, 1.316)
H (0.512, 0.996, 1.268)
Cl (2.847, -0.993, -0.776)
H (2.598, -0.799, 0.611)



# 5
DFT (ωB97M-V/def2-TZVPD) results for one molecule with the formula Cl2H3NSi at a distorted geometry.

Properties
E_HOMO = -10.348 eV
Kohn-Sham gap = 11.1 eV
structure (SMILES) = N[SiH](Cl)Cl
energy relative to the best compared isomer or geometry (same formula, charge and spin) = 23.9 kJ/mol
energy = -1266.5470 Eh

Cartesian coordinates (Å):
N (-1.067, 0.199, 0.542)
Si (0.443, -0.190, -0.412)
Cl (1.406, 1.538, -0.133)
Cl (1.525, -1.899, 0.043)
H (-0.747, 0.957, 1.042)
H (-1.850, -0.341, 0.800)
H (0.291, -0.263, -1.881)



# 6
DFT (ωB97M-V/def2-TZVPD) results for a 2-piece molecular cluster, Cl2H3NSi overall at a distorted geometry.

Properties
E_HOMO = -10.741 eV
Kohn-Sham gap = 10.4 eV
structure (SMILES) = [H]/N=[SiH]\Cl.Cl
energy relative to the best compared isomer or geometry (same formula, charge and spin) = 328.2 kJ/mol
energy = -1266.4311 Eh

Cartesian coordinates (Å):
H (-1.792, -1.490, 0.776)
N (-1.455, -2.159, 0.163)
Si (0.102, -2.395, -0.260)
Cl (1.970, -1.674, 0.244)
H (0.736, -3.267, -1.277)
Cl (-3.128, 0.650, -0.203)
H (-2.529, -0.539, -0.404)



# 7
DFT (ωB97M-V/def2-TZVPD) results for a 2-piece molecular cluster, Cl2H3PSi overall at a distorted geometry.

Properties
E_HOMO = -10.188 eV
Kohn-Sham gap = 10.1 eV
energy relative to the best compared isomer or geometry (same formula, charge and spin) = 167.1 kJ/mol
energy = -1553.0519 Eh

Cartesian coordinates (Å):
Si (0.454, -0.275, -0.474)
P (-0.800, 0.012, 1.379)
Cl (-0.309, -1.655, -1.671)
Cl (2.249, -0.877, 0.380)
H (0.711, 0.901, -1.089)
H (-1.975, 0.679, 0.011)
H (-0.330, 1.216, 1.463)



# 8
DFT (ωB97M-V/def2-TZVPD) results for Cl2H3PSi as an isolated structure at a distorted geometry.

Properties
E_HOMO = -9.819 eV
Kohn-Sham gap = 8.8 eV
energy relative to the best compared isomer or geometry (same formula, charge and spin) = 230.2 kJ/mol
energy = -1553.0278 Eh

Cartesian coordinates (Å):
Si (0.659, -0.356, 0.446)
P (-1.140, -0.718, -0.743)
Cl (1.201, 2.306, -0.170)
Cl (1.965, -1.697, -0.149)
H (0.386, 0.166, 1.913)
H (-1.022, 0.439, -1.401)
H (-2.049, -0.140, 0.105)



# 9
DFT (ωB97M-V/def2-TZVPD) results for Cl2H4N2Si2 as an isolated structure at a distorted geometry.

Properties
E_HOMO = -9.033 eV
Kohn-Sham gap = 8.7 eV
energy relative to the best compared isomer or geometry (same formula, charge and spin) = 154.0 kJ/mol
energy = -1611.1915 Eh

Cartesian coordinates (Å):
N (-0.116, -0.992, -0.380)
N (0.766, 1.094, 0.665)
Si (0.427, -0.447, 1.357)
Si (0.079, 0.418, -1.306)
Cl (-0.659, -2.473, -0.824)
Cl (0.395, 2.692, 1.160)
H (-0.485, -0.758, 2.610)
H (1.464, -1.506, 1.346)
H (1.255, 0.800, -2.150)
H (-1.231, 0.828, -2.068)



# 10
DFT (ωB97M-V/def2-TZVPD) results for Cl2H6LiO3 as an isolated structure.

Properties
charge = -1
E_HOMO = -4.419 eV
Kohn-Sham gap = 6.7 eV
energy relative to the best compared isomer or geometry (same formula, charge and spin) = 69.3 kJ/mol
energy = -1157.4303 Eh

Cartesian coordinates (Å):
Li (7.138, -5.062, -5.481)
Cl (8.629, -6.784, -5.875)
Cl (7.040, -4.087, -3.404)
O (9.508, -3.798, -8.040)
H (9.052, -3.892, -8.881)
H (8.830, -3.453, -7.429)
O (7.020, -3.332, -6.705)
H (6.376, -3.613, -7.370)
H (6.878, -2.385, -6.594)
O (5.390, -5.728, -6.277)
H (5.213, -6.412, -6.932)
H (4.651, -5.765, -5.656)



# 11
DFT (ωB97M-V/def2-TZVPD) results for Cl2H6MgO3 as an isolated structure at a distorted geometry.

Properties
E_HOMO = -8.631 eV
Kohn-Sham gap = 4.0 eV
energy relative to the best compared isomer or geometry (same formula, charge and spin) = 878.6 kJ/mol
energy = -1349.6376 Eh

Cartesian coordinates (Å):
Mg (-0.740, -0.316, 0.184)
Cl (-4.133, 1.598, 1.449)
Cl (-0.851, -4.316, 0.668)
O (1.246, 0.094, 3.880)
H (0.872, 0.301, 4.737)
H (2.165, -0.105, 4.062)
O (2.020, 1.599, -1.071)
H (2.808, 1.702, -0.538)
H (2.209, 2.085, -1.874)
O (-1.774, -0.812, -3.459)
H (-1.436, -0.366, -4.237)
H (-2.385, -1.464, -3.802)



# 12
DFT (ωB97M-V/def2-TZVPD) results for Cl2HNO2S as an isolated structure at a distorted geometry.

Properties
E_HOMO (alpha / beta) = -10.867 / -10.868 eV
Kohn-Sham gap (alpha / beta) = 8.6 / 8.6 eV
energy relative to the best compared isomer or geometry (same formula, charge and spin) = 279.7 kJ/mol
energy = -1524.2337 Eh

Cartesian coordinates (Å):
N (0.998, 0.064, -0.300)
O (-0.321, 0.350, 1.830)
O (-1.386, -0.867, -0.025)
S (-0.508, 0.152, 0.440)
Cl (0.749, -0.174, -1.927)
Cl (-1.096, 1.898, -0.370)
H (1.564, -1.424, 0.354)



# 13
DFT (ωB97M-V/def2-TZVPD) results for a 2-piece molecular cluster, Cl2HOP overall at a distorted geometry.

Properties
E_HOMO = -10.964 eV
Kohn-Sham gap = 10.0 eV
structure (SMILES) = O=PCl.Cl
energy relative to the best compared isomer or geometry (same formula, charge and spin) = 82.4 kJ/mol
energy = -1337.6107 Eh

Cartesian coordinates (Å):
O (1.224, 0.295, -0.790)
P (2.441, 0.253, -0.025)
Cl (2.453, -1.538, 0.931)
Cl (-3.214, 0.488, 0.529)
H (-2.904, 0.502, -0.645)



# 14
DFT (ωB97M-V/def2-TZVPD) results for an isolated ion of composition Cl2NO3P and charge -2 at a distorted geometry.

Properties
charge = -2
E_HOMO (alpha / beta) = 0.046 / 0.049 eV
Kohn-Sham gap (alpha / beta) = 6.4 / 6.4 eV
structure (SMILES) = O=[P@@]([O-])(Cl)N([O-])Cl
energy relative to the best compared isomer or geometry (same formula, charge and spin) = 74.0 kJ/mol
energy = -1542.2372 Eh

Cartesian coordinates (Å):
O (-1.033, 0.603, -1.368)
P (-0.323, 0.446, -0.071)
O (0.633, 1.482, 0.403)
Cl (-2.372, 1.055, 1.161)
N (0.419, -1.247, 0.294)
O (1.192, -1.188, 1.165)
Cl (1.484, -1.152, -1.585)



# 15
DFT (ωB97M-V/def2-TZVPD) results for Cl2O2S as an isolated structure at a distorted geometry.

Properties
E_HOMO (alpha / beta) = -10.838 / -9.477 eV
Kohn-Sham gap (alpha / beta) = 7.9 / 6.9 eV
energy relative to the best compared isomer or geometry (same formula, charge and spin) = 583.7 kJ/mol
energy = -1468.7851 Eh

Cartesian coordinates (Å):
O (1.123, -1.390, 1.139)
O (0.272, 1.134, -0.273)
S (0.612, -0.220, -0.750)
Cl (-0.968, 1.787, 1.088)
Cl (-1.038, -1.310, -1.203)



# 16
DFT (ωB97M-V/def2-TZVPD) results for one molecule with the formula Cl2OS at a distorted geometry.

Properties
E_HOMO = -11.186 eV
Kohn-Sham gap = 9.8 eV
energy relative to the best compared isomer or geometry (same formula, charge and spin) = 50.3 kJ/mol
energy = -1393.7794 Eh

Cartesian coordinates (Å):
O (-0.364, -1.545, -0.249)
S (-0.090, -0.247, 0.576)
Cl (-1.329, 1.305, -0.141)
Cl (1.784, 0.487, -0.186)



# 17
DFT (ωB97M-V/def2-TZVPD) results for one molecule with the formula Cl3HOSi at a distorted geometry.

Properties
E_HOMO = -10.692 eV
Kohn-Sham gap = 10.0 eV
structure (SMILES) = O[Si](Cl)(Cl)Cl
energy relative to the best compared isomer or geometry (same formula, charge and spin) = 145.0 kJ/mol
energy = -1746.0612 Eh

Cartesian coordinates (Å):
O (-0.291, -0.650, 0.103)
Si (-1.855, -0.234, 0.125)
Cl (-3.097, -1.339, -1.021)
Cl (-2.444, 2.032, -1.033)
Cl (-2.314, -0.182, 2.075)
H (0.302, 0.020, 0.054)



# 18
DFT (ωB97M-V/def2-TZVPD) results for Cl3NO15Tl as an isolated structure at a distorted geometry.

Properties
charge = -1
E_HOMO = -6.531 eV
Kohn-Sham gap = 2.7 eV
energy relative to the best compared isomer or geometry (same formula, charge and spin) = 192.6 kJ/mol
energy = -2735.1980 Eh

Cartesian coordinates (Å):
Tl (-3.145, 2.689, 2.012)
N (-1.111, 0.377, -0.796)
O (-1.957, 0.951, -0.088)
O (-0.758, -0.734, -0.513)
O (-0.921, 0.783, -1.944)
Cl (1.695, -1.346, -2.938)
O (1.691, 0.158, -3.417)
O (1.977, -1.325, -1.545)
O (0.696, -2.120, -3.326)
O (2.770, -2.005, -3.676)
Cl (1.419, 3.205, 0.425)
O (2.105, 3.482, 1.702)
O (1.991, 2.430, -0.711)
O (0.098, 2.685, 0.856)
O (0.912, 4.356, -0.245)
Cl (-1.505, -2.728, 2.810)
O (-0.655, -2.689, 4.056)
O (-2.795, -2.983, 3.249)
O (-1.345, -1.440, 2.236)
O (-1.162, -3.744, 1.853)



# 19
DFT (ωB97M-V/def2-TZVPD) results for one molecule with the formula Cl3O2P at a distorted geometry.

Properties
E_HOMO (alpha / beta) = -8.166 / -10.158 eV
Kohn-Sham gap (alpha / beta) = 8.0 / 6.0 eV
energy relative to the best compared isomer or geometry (same formula, charge and spin) = 318.2 kJ/mol
multiplicity = 3
expectation value of S² = 2.01
energy = -1872.2023 Eh

Cartesian coordinates (Å):
O (-0.166, 0.468, -1.189)
O (-0.736, -0.614, 1.122)
P (0.585, 0.169, 0.610)
Cl (0.850, 1.163, -2.307)
Cl (-2.160, 0.284, 1.426)
Cl (1.627, -1.469, 0.338)



# 20
DFT (ωB97M-V/def2-TZVPD) results for an isolated ion of composition Cl3OP2 and charge +1 at a distorted geometry.

Properties
charge = +1
E_HOMO = -15.107 eV
Kohn-Sham gap = 8.0 eV
energy relative to the best compared isomer or geometry (same formula, charge and spin) = 13.7 kJ/mol
energy = -2138.3147 Eh

Cartesian coordinates (Å):
O (-0.280, 0.422, -0.189)
P (-0.505, 1.943, -0.263)
P (-0.532, -1.345, -0.615)
Cl (0.282, 2.830, 1.384)
Cl (1.209, -1.715, -1.560)
Cl (-0.175, -2.135, 1.243)